No. 1
Here is one molecule with the formula C4H10N2O in a non-equilibrium geometry from OMol25. Energies are from ωB97M-V/def2-TZVPD.

```
17
Properties=species:S:1:pos:R:3:forces:R:3
C 1.45860 1.15552 -0.75560 -0.10 -0.05 0.30
H 2.54983 -0.56455 1.10850 0.05 0.05 0.07
O -1.82021 1.15151 0.52698 0.68 -0.74 0.64
N -0.39356 -0.39835 -0.54414 -0.81 -0.84 1.51
H -3.44508 -0.47306 -0.39802 0.05 0.06 0.04
H -2.66202 1.11539 0.99609 0.08 -0.13 0.13
H 0.79594 1.99155 -0.97073 0.02 0.08 0.00
H 1.15682 -1.64945 1.27101 0.00 -0.09 0.01
N -2.58291 -0.92503 -0.12545 -0.34 0.18 0.33
C 0.75414 0.13584 0.12594 -0.39 1.50 2.08
H 0.25451 0.58597 1.09065 1.95 0.00 -1.38
H 1.71433 0.67973 -1.70157 0.07 -0.06 -0.08
H 2.02379 -1.53745 -0.27069 0.08 -0.17 -0.03
C 1.68167 -0.97597 0.59737 -0.11 0.09 -0.37
H 2.37086 1.52109 -0.28925 0.07 0.10 0.01
H -2.37668 -1.71457 -0.71903 0.18 -0.01 0.16
C -1.48003 -0.09817 0.05795 -1.47 0.02 -3.43
```
Forces are in eV/Å.

electronic energy	-9337.350	eV
energy above the lowest of the compared OMol25 structures with the same formula, charge and spin	1.638	eV
SMILES string	CC(C)/N=C(/N)O
total charge	0
gap between HOMO and LUMO	9.54	eV

Atomic partial charges in e from the Löwdin method, atoms 1 to 8: -0.064 0.072 0.069 0.091 0.089 0.107 0.072 0.071



No. 2
Here is one molecule with the formula C4H10N2O in a non-equilibrium geometry from OMol25. Energies are from ωB97M-V/def2-TZVPD.

```
17
Properties=species:S:1:pos:R:3:forces:R:3
H -0.45004 0.07468 -1.92072 -0.12 -0.07 0.31
N 0.64180 -0.18351 1.32184 1.48 1.54 0.60
O 2.63551 0.30986 -1.33071 -1.42 -0.97 -0.27
H 0.38275 1.43494 -1.17872 0.05 -0.18 0.23
H -1.30963 -1.51427 1.16748 0.04 0.03 -0.32
H 1.14071 0.70107 1.43814 0.04 -0.14 0.21
H -1.90833 0.68951 1.58964 0.26 -0.13 -0.18
C -0.31962 -0.04950 0.25775 -0.71 -0.28 0.65
N -0.93473 -1.35282 0.23069 -1.17 -0.80 -0.61
C -1.36754 0.99103 0.68387 -0.14 0.19 -0.09
C 1.56886 -0.28566 -1.42991 1.23 0.96 0.53
H 1.36867 -0.85304 1.08147 -0.12 -0.04 0.01
H -2.11080 1.15399 -0.10545 0.20 -0.12 0.07
H 1.54049 -1.35232 -1.71061 0.15 -0.09 -0.10
C 0.24379 0.34862 -1.11539 0.22 0.31 -0.78
H -0.22606 -2.07122 0.12287 0.01 0.00 -0.18
H -0.89577 1.95861 0.89773 0.02 -0.21 -0.08
```
Forces are in eV/Å.

electronic energy	-9337.473	eV
energy above the lowest of the compared OMol25 structures with the same formula, charge and spin	1.515	eV
SMILES string	CC(N)(N)CC=O
total charge	0
gap between HOMO and LUMO	10.45	eV

Atomic partial charges in e from the Löwdin method, atoms 1 to 8: 0.126 0.064 0.038 0.125 0.084 0.090 0.082 -0.698



No. 3
Here is one molecule with the formula C4H10N2O in a non-equilibrium geometry from OMol25. Energies are from ωB97M-V/def2-TZVPD.

```
17
Properties=species:S:1:pos:R:3:forces:R:3
H -1.27673 1.61138 -1.73708 0.12 -0.06 0.13
H -0.13371 2.99355 -0.03074 0.00 -0.24 0.02
N 1.10044 -2.40307 0.62426 1.84 -0.59 0.32
H -1.32806 -0.15145 -1.60813 0.06 0.14 0.13
C -0.30682 0.82082 0.04614 -0.14 0.62 -0.54
H -1.25939 -2.77383 0.58236 -0.13 0.25 0.04
H 0.87829 -3.24175 1.14030 -0.01 0.17 -0.14
C 0.43847 2.12544 0.31088 0.38 -0.20 0.43
C -0.70753 0.73113 -1.42365 -0.23 -0.50 -0.12
O 0.60410 -0.25190 0.37159 -0.01 0.04 0.07
H 0.63196 2.24080 1.38290 -0.05 0.02 -0.12
H 1.41526 2.12806 -0.18596 -0.21 -0.02 -0.08
N -1.14108 -1.76273 0.51056 0.45 0.20 -0.22
H 0.17610 0.63160 -2.06326 0.00 0.19 0.16
H -1.19014 0.78388 0.69530 0.19 -0.32 -0.15
C 0.11388 -1.49877 0.49822 -2.19 0.58 0.17
H 1.98496 -1.98316 0.88632 -0.06 -0.27 -0.11
```
Forces are in eV/Å.

electronic energy	-9338.154	eV
energy above the lowest of the compared OMol25 structures with the same formula, charge and spin	0.833	eV
SMILES string	[H]/N=C(\N)OC(C)C
total charge	0
gap between HOMO and LUMO	10.17	eV

Atomic partial charges in e from the Löwdin method, atoms 1 to 8: 0.081 0.082 0.142 0.069 -0.415 0.046 0.104 -0.054



No. 4
Here is one molecule with the formula C4H10N2O in a non-equilibrium geometry from OMol25. Energies are from ωB97M-V/def2-TZVPD.

```
17
Properties=species:S:1:pos:R:3:forces:R:3
H -2.15787 1.88402 0.34430 -0.78 0.53 0.67
H 0.47457 -0.98198 -1.71589 -0.66 -0.70 -1.36
H -1.55828 -1.40784 -0.35465 2.05 -0.21 0.16
C -0.58450 -1.02073 0.17289 -2.89 -1.50 -0.62
C -2.14992 0.87671 -0.00774 -0.03 -1.29 -2.51
N -0.92399 0.30852 0.46138 0.87 1.07 1.50
O 0.33069 1.18374 -0.72422 -1.68 -0.95 1.12
H 1.96779 1.60043 0.91634 1.06 0.01 -0.29
N 1.23032 0.31940 -0.51578 2.73 -0.65 0.09
H 3.05546 0.02966 0.41022 -0.36 1.27 0.57
H 1.62540 0.02557 1.47025 -0.14 -0.48 0.80
H -2.01847 1.02500 -1.15750 -0.75 -0.54 1.42
H -0.41649 -1.78567 1.01552 -0.10 1.73 -0.51
H 1.37039 -1.80041 -0.48827 1.47 -1.23 0.57
C 2.09763 0.54924 0.66143 -0.78 -0.95 -1.02
C 0.72627 -1.01696 -0.69559 -1.35 2.57 -0.42
H -3.06901 0.21129 0.20733 1.33 1.32 -0.18
```
Forces are in eV/Å.

electronic energy	-9332.497	eV
energy above the lowest of the compared OMol25 structures with the same formula, charge and spin	6.490	eV
total charge	0
gap between HOMO and LUMO (spin up / spin down)	8.68 / 8.52	eV

Atomic partial charges in e from the Löwdin method, atoms 1 to 8: 0.056 0.105 0.129 -0.234 -0.151 -0.113 -0.028 0.097



No. 5
Here is one molecule with the formula C4H10N2O in a non-equilibrium geometry from OMol25. Energies are from ωB97M-V/def2-TZVPD.

```
17
Properties=species:S:1:pos:R:3:forces:R:3
H -0.02290 2.60059 -0.23880 0.39 0.43 -0.30
H 1.50056 -1.37297 0.41963 -1.46 -0.41 -0.08
H -1.46367 2.07760 -1.21887 2.21 -0.23 0.15
H -1.39884 -0.23258 -1.92755 1.65 -0.06 0.05
H 1.35112 -0.78783 2.02020 0.26 0.41 -0.75
C -0.36869 -0.42214 -1.47867 -2.04 -2.43 1.93
H 0.10271 -2.53584 1.84705 -2.19 1.49 0.16
H 0.47969 -0.42606 -2.12745 0.18 0.05 -0.99
H 0.25855 1.97198 -2.05092 -1.03 0.12 2.28
C 0.38669 0.44835 0.71219 2.24 0.89 3.27
O 0.68171 1.37447 1.50613 -0.82 -0.69 -1.33
N -0.15312 0.57461 -0.44679 -1.51 1.81 -3.86
H -0.48331 -1.47898 -1.01810 0.33 1.76 -0.63
C 0.73267 -0.92883 1.10080 3.32 1.44 2.32
C -0.31329 1.90770 -1.01475 -1.80 0.09 -1.62
H -0.89572 -1.14429 2.36191 1.40 -1.00 -1.35
N -0.39415 -1.62577 1.55401 -1.15 -3.68 0.76
```
Forces are in eV/Å.

electronic energy	-9336.443	eV
energy above the lowest of the compared OMol25 structures with the same formula, charge and spin	2.544	eV
SMILES string	CN(C)C(=O)CN
total charge	0
gap between HOMO and LUMO	9.95	eV

Atomic partial charges in e from the Löwdin method, atoms 1 to 8: 0.067 0.141 0.120 0.113 0.121 -0.059 0.115 0.077



No. 6
Here is a 2-piece molecular cluster, C4H10N2O overall in a non-equilibrium geometry from OMol25. Energies are from ωB97M-V/def2-TZVPD.

```
17
Properties=species:S:1:pos:R:3:forces:R:3
H -0.68233 2.15586 -2.76799 0.84 1.58 -1.90
H -0.81262 1.82934 -1.15032 0.49 0.39 1.00
H 0.81874 0.35280 -2.38766 1.69 -0.21 0.39
H 0.50039 0.79411 2.57524 0.21 0.16 -0.37
C -0.21842 0.15368 -2.26910 -1.65 0.99 -1.63
C -0.99008 1.42267 -2.11834 -3.34 -1.13 1.89
H -2.15673 1.36862 -2.13245 2.10 -0.46 -0.39
N -0.62619 -0.49347 0.01608 -1.14 0.13 -0.42
O -0.72197 -0.89017 -2.55615 -0.19 -1.13 -0.31
H 0.63316 -1.41681 3.07575 -1.35 -1.19 3.01
H 1.28454 0.47670 0.93209 0.49 0.69 -0.49
C 1.24493 -1.25622 2.29003 -0.26 0.42 -4.24
H 0.96238 -1.99480 1.48788 0.18 0.50 0.82
C 0.70483 0.11246 1.74708 -0.54 -2.29 0.41
H -1.59813 -0.79790 -0.36373 1.58 0.11 0.98
H 2.27755 -1.44988 2.39402 1.17 0.58 0.74
N -0.62006 -0.36700 1.22756 -0.29 0.85 0.49
```
Forces are in eV/Å.

electronic energy	-9334.756	eV
energy above the lowest of the compared OMol25 structures with the same formula, charge and spin	4.231	eV
SMILES string	[H]/N=N/CC.CC=O
total charge	0
gap between HOMO and LUMO	10.05	eV

Atomic partial charges in e from the Löwdin method, atoms 1 to 8: 0.040 0.049 0.101 0.102 -0.397 -0.071 0.125 0.040



No. 7
Here is one molecule with the formula C4H10N2O in a non-equilibrium geometry from OMol25. Energies are from ωB97M-V/def2-TZVPD.

```
17
Properties=species:S:1:pos:R:3:forces:R:3
H 1.90654 -1.06970 1.02720 0.08 -1.22 2.16
H -0.54430 -0.45600 -2.36352 0.85 2.22 -2.88
H 3.16260 -0.25801 0.07145 -1.35 -0.40 0.39
C -0.30177 -0.60177 -0.38491 -0.03 1.27 -1.70
C 1.14698 -0.10747 -0.54553 1.99 -0.24 -0.70
N -0.75934 -1.11441 -1.72661 -0.79 -0.94 4.12
H -2.23480 0.55069 -0.01935 1.97 0.72 -1.03
H -0.23739 -1.34396 0.39472 -1.02 -0.35 0.23
H 0.22734 1.17804 1.78073 -1.05 -1.05 -0.65
H -0.88413 -2.05129 -2.05668 0.45 -0.18 0.60
N 2.20159 -0.60997 0.23655 -0.78 1.58 -2.58
H -1.20946 0.13121 2.19487 0.14 0.32 -0.95
H -1.21225 1.82613 1.89853 -1.77 2.14 0.65
O 1.40674 0.65746 -1.45179 -0.08 0.36 -0.11
C -0.86992 0.93985 1.50662 3.14 -0.49 0.49
H -0.70459 1.54467 -0.55413 0.63 2.28 -1.80
C -1.09383 0.78452 -0.00815 -2.39 -6.04 3.76
```
Forces are in eV/Å.

electronic energy	-9336.907	eV
energy above the lowest of the compared OMol25 structures with the same formula, charge and spin	2.080	eV
SMILES string	CC[C@@H](N)C(N)=O
total charge	0
gap between HOMO and LUMO	9.73	eV

Atomic partial charges in e from the Löwdin method, atoms 1 to 8: 0.047 0.012 0.128 -0.254 -0.508 0.069 0.140 0.120



No. 8
Here is C4H10N2O as an isolated structure in a non-equilibrium geometry from OMol25. Energies are from ωB97M-V/def2-TZVPD.

```
17
Properties=species:S:1:pos:R:3:forces:R:3
H -1.20972 1.05694 1.13679 0.22 -0.68 0.84
N -0.55705 -1.34167 0.30861 0.44 2.75 2.55
O 0.85398 1.42602 -0.54903 -0.83 -1.29 3.64
H -2.18921 -0.53170 1.54659 0.38 0.35 0.74
C 1.39183 0.19367 -0.22950 2.89 -3.28 -2.33
H -0.44995 -0.41172 1.11152 1.93 -3.20 -0.39
C -1.57573 0.03935 0.86500 -2.21 0.29 -2.80
N 2.49573 -0.04752 0.39935 -2.23 -0.38 0.94
H 0.62324 0.96248 0.44712 -1.48 4.00 -0.92
H -3.21756 1.09183 0.04684 -0.51 0.03 0.19
H -2.91420 -0.46930 -0.77298 0.01 0.03 0.17
C -2.45976 0.40316 -0.30412 0.10 0.40 -0.98
H -1.94089 0.98815 -1.07815 0.17 -0.40 0.21
H 1.28995 -1.79210 -0.59837 -0.59 -0.42 0.03
H 0.12110 -0.93558 -1.65635 0.17 0.22 -0.07
H 2.59824 0.53874 1.22910 1.11 0.97 -0.87
C 0.52568 -1.01143 -0.64212 0.44 0.63 -0.93
```
Forces are in eV/Å.

electronic energy	-9330.101	eV
energy above the lowest of the compared OMol25 structures with the same formula, charge and spin	8.887	eV
total charge	0
gap between HOMO and LUMO	9.38	eV

Atomic partial charges in e from the Löwdin method, atoms 1 to 8: 0.122 0.005 0.039 0.113 -0.559 0.059 -0.223 0.147



No. 9
Here is a 2-piece molecular cluster, C4H10N2O overall in a non-equilibrium geometry from OMol25. Energies are from ωB97M-V/def2-TZVPD.

```
17
Properties=species:S:1:pos:R:3:forces:R:3
H -0.89607 -0.45062 -1.09096 -2.85 -0.32 0.48
H -0.85472 -2.31082 1.04210 0.06 0.04 -0.01
C -0.65812 -0.20864 0.71118 1.71 -0.01 -0.23
H 2.27531 1.15626 -2.20691 -0.06 -0.05 0.05
N 1.44691 0.63805 -1.95628 -0.04 0.06 -0.01
C 1.09779 0.70810 -0.60547 -0.09 0.32 0.07
C -1.05199 -1.37114 1.55566 -0.48 -0.03 -0.31
H 1.27159 1.67681 1.27067 -0.08 -0.04 0.04
H -2.55143 -1.13752 -0.86744 0.16 0.05 -0.17
H 2.14235 2.48444 -0.13747 0.11 -0.04 -0.04
H -2.10528 -1.31505 1.83036 0.04 0.01 0.09
C 1.52967 1.67263 0.22428 -0.15 -0.08 -0.10
O -2.03453 -0.32373 -0.79007 1.42 -0.02 -0.93
H -0.45903 -1.34323 2.47407 0.06 0.06 -0.07
H -0.87302 0.78561 1.10718 -0.04 0.02 -0.09
N 0.26003 -0.35621 -0.24456 0.24 -0.01 1.17
H 1.46056 -0.30493 -2.31635 -0.01 0.05 0.05
```
Forces are in eV/Å.

electronic energy	-9335.312	eV
energy above the lowest of the compared OMol25 structures with the same formula, charge and spin	3.675	eV
SMILES string	C=C(N)/N=C/C.O
total charge	0
gap between HOMO and LUMO	8.71	eV

Atomic partial charges in e from the Löwdin method, atoms 1 to 8: 0.133 0.086 -0.218 0.085 0.086 -0.495 -0.054 0.036



No. 10
Here is an isolated ion of composition C4H10N2O and charge +1 in a non-equilibrium geometry from OMol25. Energies are from ωB97M-V/def2-TZVPD.

```
17
Properties=species:S:1:pos:R:3:forces:R:3
H -2.28629 -1.00709 -1.81820 1.39 -0.12 0.03
C -0.64400 0.43491 -1.78621 3.52 1.71 -0.34
O -0.50450 -1.96604 -1.30250 -2.08 4.46 -1.15
H 1.29848 -0.06888 -0.80393 -0.65 1.23 0.36
N 0.05651 0.97483 0.54542 -0.98 -2.73 0.25
C 0.61454 0.86143 -0.80216 -1.72 -3.75 -1.28
H 0.99750 -1.70449 1.52661 -0.37 0.72 -0.46
H -0.91777 0.59983 0.50206 0.42 0.88 0.12
C -1.15340 -0.92429 -1.63897 0.22 -5.29 1.16
H -1.42765 1.11507 -1.58837 -0.99 0.93 0.06
N 0.33945 -1.06043 1.98092 0.63 -0.07 0.55
H -0.30786 0.64442 -2.86306 -0.52 -0.49 1.38
C 0.60726 0.35610 1.84405 2.58 1.01 1.31
H 0.07364 0.86294 2.71626 0.74 -0.26 -1.38
H 0.35871 -1.41120 2.97861 -0.63 1.17 -1.37
H 1.15995 1.61494 -1.31915 0.48 1.27 0.56
H 1.73544 0.67795 1.82863 -2.04 -0.66 0.20
```
Forces are in eV/Å.

electronic energy	-9327.232	eV
energy above the lowest of the compared OMol25 structures with the same formula, charge and spin	2.696	eV
<S²>	0.7551
2S+1	2
total charge	+1
gap between HOMO and LUMO (spin up / spin down)	10.58 / 5.88	eV

Atomic partial charges in e from the Löwdin method, atoms 1 to 8: 0.153 -0.123 0.022 0.170 0.171 -0.082 0.101 0.153